Formula: C8H11N4O7PS2
Source: OMol25
Level of theory: ωB97M-V/def2-TZVPD

## Properties
Orbital gap ... 0.290 Eh
LUMO energy ... -0.954 eV

ORCA input file:
```
! wB97M-V def2-TZVPD RIJCOSX def2/J DEFGRID3
* xyz 0 1
O 3.05 -1.43 4.07
P 2.99 -1.00 2.67
O 3.26 -2.34 1.76
O 4.13 0.11 2.36
C 1.29 -0.42 2.30
C 0.88 0.89 2.11
S 2.05 2.23 2.23
C -0.52 1.24 1.83
C -1.50 0.28 1.75
C -1.16 -1.11 1.95
N -2.02 -2.14 1.92
S -1.04 -3.43 2.20
N 0.43 -2.77 2.38
C 0.25 -1.44 2.21
H 3.41 -2.10 0.83
H 4.86 -0.27 1.86
H 1.43 3.29 1.64
H -0.80 2.29 1.67
H -2.54 0.57 1.54
C -3.83 -1.18 -1.70
N -3.14 0.08 -1.33
O -2.27 0.49 -2.08
O -3.48 0.62 -0.30
H -3.42 -1.54 -2.64
H -3.66 -1.89 -0.90
H -4.89 -0.95 -1.81
C 0.32 1.86 -3.80
N 1.63 1.51 -4.42
O 1.89 2.00 -5.49
O 2.34 0.75 -3.79
H -0.21 2.54 -4.47
H -0.24 0.93 -3.67
H 0.52 2.33 -2.85
*
```